No. 1
The following is a quantum chemistry calculation of a structure of composition C36H31N3NiO4P2S5 in a non-equilibrium geometry, from the Open Molecules 2025 dataset.

```
82
Properties=species:S:1:pos:R:3
Ni -1.353 -1.613 -1.784
S -2.883 -3.360 -0.755
P -1.967 -2.494 0.788
C -0.920 -1.314 0.109
P -0.054 -0.142 1.057
S 0.258 1.664 -0.001
C -0.761 0.345 2.692
C -0.623 -0.359 3.886
C -1.200 0.116 5.055
C -1.897 1.317 5.056
C -2.020 2.040 3.879
C -1.466 1.551 2.705
C 1.537 -0.896 1.556
C 2.283 -0.408 2.626
C 3.471 -1.029 2.989
C 3.924 -2.129 2.273
C 3.208 -2.585 1.174
C 2.016 -1.971 0.815
C -1.028 -3.754 1.740
C -0.806 -3.718 3.114
C 0.100 -4.591 3.706
C 0.796 -5.505 2.932
C 0.580 -5.551 1.560
C -0.319 -4.678 0.970
C -3.236 -1.818 1.933
C -3.680 -0.532 1.630
C -4.630 0.091 2.424
C -5.149 -0.571 3.530
C -4.743 -1.866 3.813
C -3.801 -2.495 3.010
H -0.046 -1.274 3.897
H -1.103 -0.450 5.975
H -2.339 1.688 5.974
H -2.546 2.987 3.876
H -1.549 2.112 1.781
H 1.925 0.456 3.173
H 4.047 -0.649 3.825
H 4.840 -2.627 2.570
H 3.579 -3.423 0.596
H 1.436 -2.303 -0.038
H -1.351 -3.014 3.727
H 0.262 -4.555 4.777
H 1.507 -6.180 3.396
H 1.113 -6.271 0.951
H -0.497 -4.700 -0.099
H -3.249 -0.029 0.771
H -4.955 1.098 2.194
H -5.874 -0.079 4.169
H -5.164 -2.390 4.664
H -3.508 -3.518 3.216
S -2.389 -1.335 -3.833
C -1.804 0.412 -3.720
N -2.984 1.281 -3.771
C -3.331 1.940 -4.886
C -2.483 2.028 -5.937
C -1.208 1.390 -5.774
N -0.860 0.693 -4.760
H -3.672 1.057 -3.073
H -4.300 2.423 -4.871
H -2.736 2.576 -6.831
H -0.447 1.511 -6.545
C 6.370 3.915 -4.359
C 4.910 3.808 -3.991
C 4.477 2.910 -3.021
C 3.134 2.828 -2.671
C 2.206 3.646 -3.296
C 2.627 4.552 -4.258
C 3.969 4.633 -4.604
S 0.425 3.640 -2.799
O 0.041 5.048 -3.107
O 0.618 3.471 -1.288
O -1.227 0.607 -2.426
H 6.950 3.118 -3.893
H 6.780 4.871 -4.022
H 6.511 3.860 -5.441
H 5.198 2.267 -2.525
H 2.800 2.143 -1.898
H 1.884 5.199 -4.710
H 4.299 5.344 -5.356
O 0.586 -1.207 -2.687
S 0.541 0.278 -2.519
N 0.950 0.472 -1.000
```

Results
2S+1 ... 3
Total energy ... -6037.6148 Ha
Gap between HOMO and LUMO (alpha / beta) ... 5.88 / 5.98 eV
Total charge ... -2
HOMO energy (alpha / beta) ... -0.067 / -0.070 Eh

No. 2
The following is a quantum chemistry calculation of a cluster of 2 separate species, C6H15NO in total in a non-equilibrium geometry, from the Open Molecules 2025 dataset.

```
23
Properties=species:S:1:pos:R:3
C 1.137 -1.656 -0.563
N 1.074 -0.227 -0.888
C -0.042 0.402 -0.097
C -1.450 -0.290 -0.303
C -1.756 -1.203 0.868
C -1.771 -0.907 2.161
C -0.135 1.898 -0.156
H 0.854 -1.873 0.469
H 0.334 -2.206 -1.090
H 2.102 -2.109 -0.781
H 0.881 -0.214 -1.888
H 0.288 0.074 0.901
H -2.311 0.374 -0.488
H -1.186 -0.968 -1.128
H -2.230 -2.133 0.603
H -2.061 -1.695 2.837
H -1.330 0.012 2.529
H -0.838 2.129 -0.960
H 0.828 2.374 -0.261
H -0.762 2.363 0.598
H 2.457 2.560 -1.164
H 2.772 1.357 -0.254
O 3.143 1.938 -0.948
```

Results
2S+1 ... 1
Total energy ... -367.5294 Ha
Gap between HOMO and LUMO ... 10.03 eV
Total charge ... 0
HOMO energy ... -0.334 Eh
Energy above the lowest of the compared OMol25 structures with the same formula, charge and spin ... 2.774 eV
SMILES string ... C=CC[C@H](C)NC.O

No. 3
The following is a quantum chemistry calculation of a structure of composition C5H10O3Tb in a non-equilibrium geometry, from the Open Molecules 2025 dataset.

```
19
Properties=species:S:1:pos:R:3
O 2.250 0.917 -0.629
C 2.712 -0.311 -0.202
C 1.731 -1.403 -0.636
O 0.448 -1.093 -0.112
C -0.731 -1.578 -0.872
C -1.890 -0.680 -0.710
O -1.394 0.672 -1.059
C -2.400 1.569 -1.450
Tb 0.286 1.142 0.264
H 3.057 -0.192 0.854
H 3.684 -0.766 -0.486
H 2.043 -2.389 -0.249
H 1.674 -1.467 -1.736
H -0.971 -2.588 -0.506
H -0.389 -1.647 -1.918
H -2.165 -0.624 0.365
H -1.930 2.535 -1.683
H -2.924 1.183 -2.339
H -3.139 1.712 -0.644
```

Results
2S+1 ... 8
Total energy ... -1246.5219 Ha
Gap between HOMO and LUMO (alpha / beta) ... 6.70 / 5.79 eV
Total charge ... 0
HOMO energy (alpha / beta) ... -0.246 / -0.231 Eh

No. 4
The following is a quantum chemistry calculation of a cluster of 3 separate species, C3H11FN3O2 in total in a non-equilibrium geometry, from the Open Molecules 2025 dataset.

```
20
Properties=species:S:1:pos:R:3
C 0.111 1.301 1.317
C 4.655 -1.586 -2.150
C 0.211 -0.273 -0.553
N -1.133 -0.360 -0.628
N 1.035 -0.730 -1.565
N -2.511 -0.386 1.507
O 3.878 -0.780 -1.612
O 0.826 0.394 0.373
F 0.454 -1.600 -2.448
H -0.669 1.800 0.777
H 0.856 1.893 1.738
H -0.466 0.629 1.938
H 4.162 -2.498 -2.538
H 5.683 -1.493 -1.972
H -1.548 -0.858 -1.392
H -1.625 -0.257 0.280
H -2.306 -0.539 2.514
H -3.424 -0.808 1.701
H -2.689 0.602 1.436
H 2.069 -0.912 -1.600
```

Results
2S+1 ... 1
Total energy ... -535.1577 Ha
Gap between HOMO and LUMO ... 11.25 eV
Total charge ... +1
HOMO energy ... -0.514 Eh
Energy above the lowest of the compared OMol25 structures with the same formula, charge and spin ... 0.058 eV